Molecular formula: C21H18CrF6N7O2SSb
Method: DFT, the ωB97M-V functional and the def2-TZVPD basis

```
57
Properties=species:S:1:pos:R:3:forces:R:3
Sb -0.239 0.873 -3.354 0.176 -0.006 -0.129
Cr 0.973 0.610 -0.341 -1.026 0.084 -0.143
S -1.925 -0.913 0.099 -0.051 -0.011 0.010
F -1.015 -0.811 -3.263 -0.040 -0.007 0.014
F 0.729 2.462 -3.089 0.002 0.021 0.006
F 0.712 0.493 -4.895 0.001 -0.035 0.000
F 1.233 0.063 -2.195 0.141 -0.074 -0.065
F -0.766 1.155 -1.485 0.137 -0.054 0.011
F -1.733 1.711 -4.049 0.002 0.038 0.032
O -2.010 -2.402 0.735 0.028 0.004 -0.015
O -2.517 0.041 1.030 0.034 0.010 0.022
N 2.726 1.725 -0.740 0.046 0.057 0.075
N -7.099 -4.637 0.556 -0.007 0.056 -0.018
N 1.343 0.140 1.558 0.253 -0.215 -0.057
N -0.240 -0.787 0.333 0.079 0.037 0.049
N 0.566 2.488 0.220 0.028 0.075 0.013
N 2.717 2.958 -0.576 0.060 -0.024 0.017
N -0.162 -1.294 2.701 -0.032 0.005 -0.067
C -4.100 -2.927 1.804 -0.017 0.021 0.002
C 6.162 -0.085 -2.264 -0.004 0.012 0.000
C 2.063 0.355 2.666 -0.020 0.009 -0.009
C 6.010 1.293 -2.391 0.010 -0.015 -0.001
C 4.884 1.919 -1.895 -0.033 0.011 0.000
C -5.030 -4.082 -0.543 0.025 -0.001 -0.017
C -0.609 2.854 0.735 -0.002 -0.002 0.002
C 0.271 -0.706 1.594 0.220 0.073 0.194
C 5.184 -0.847 -1.642 0.010 -0.004 -0.002
C 3.906 1.147 -1.270 0.055 -0.002 -0.030
C -5.846 -4.081 0.593 -0.008 -0.021 0.022
C -3.312 -2.949 0.669 -0.010 0.016 -0.016
C 1.299 4.757 0.190 0.013 0.009 -0.002
C 1.694 -0.254 3.835 -0.019 -0.012 0.017
C -3.766 -3.521 -0.505 0.002 -0.033 -0.009
C -0.885 4.187 0.998 0.004 -0.010 0.002
C -5.359 -3.496 1.768 -0.007 0.005 0.006
C 0.075 5.146 0.720 -0.002 0.006 0.002
C 1.498 3.416 -0.046 -0.059 -0.010 0.027
C 0.550 -1.062 3.792 0.021 0.008 0.026
C 4.047 -0.232 -1.149 -0.016 -0.001 0.020
H -5.978 -3.486 2.656 0.000 0.001 -0.001
H -3.719 -2.464 2.704 -0.007 -0.004 0.006
H 4.745 2.985 -2.000 -0.002 0.001 -0.002
H 3.282 -0.829 -0.664 0.000 0.007 -0.002
H -5.389 -4.533 -1.460 0.000 0.000 0.001
H 6.772 1.877 -2.888 -0.001 0.001 -0.001
H -7.434 -5.094 -0.269 0.006 -0.018 0.005
H -0.125 6.191 0.913 0.003 0.001 -0.002
H 7.046 -0.566 -2.660 0.000 -0.001 0.000
H 2.248 -0.110 4.750 0.002 0.003 -0.002
H -3.131 -3.538 -1.382 0.003 0.013 0.006
H -7.668 -4.677 1.379 0.006 -0.017 0.006
H -1.332 2.065 0.919 -0.006 0.002 0.001
H 5.302 -1.917 -1.547 0.000 0.000 0.001
H 2.084 5.461 -0.047 0.000 0.000 0.000
H 2.914 1.021 2.584 0.006 -0.007 -0.002
H 0.198 -1.548 4.695 -0.001 -0.001 -0.002
H -1.847 4.456 1.410 0.000 -0.001 0.001
```
Forces are in eV/Å.

As for the multiplicity: 2. As for the charge: +1. As for the highest occupied orbital energy (alpha / beta): -9.665 / -9.665 eV. Its energy relative to the best compared isomer or geometry (same formula, charge and spin) is 0.00 kJ/mol. The orbital gap (alpha / beta) is 4.79 / 4.47 eV. The max |F| is 1.04 eV/Å. The LUMO energy (alpha / beta) comes out at -4.9 / -5.2 eV. The calculation puts the total energy at -98690.6165 eV.